[1]
C37H76BF8OS | ωB97M-V/def2-TZVPD

## Properties
E in eV: -74903.661
LUMO in eV: 1.8
F_max in eV/A: 0.671
Kohn-Sham gap in eV: 6.2
Net charge: -1
Multiplicity: 1

```
124
C37H76BF8OS, DFT ωB97M-V/def2-TZVPD
C -1.228 3.440 -3.114
H 4.992 0.560 3.713
C -10.180 -0.639 -0.427
H -0.147 3.358 -2.977
H 1.290 1.940 -0.010
H 0.893 5.902 -5.565
C -10.667 0.803 -0.648
H -9.579 0.383 -3.045
H -11.035 1.207 0.306
H 8.080 -1.564 4.489
F -4.236 -3.517 -2.724
H 7.501 -0.486 3.224
C 7.654 -6.542 5.002
C -7.257 2.973 -0.261
H 3.189 2.092 -3.349
H 5.979 3.546 -1.261
H 6.509 1.989 -0.620
C -8.989 1.244 -2.706
F -3.423 -1.837 -3.848
H 4.240 -2.495 2.801
H 2.973 3.546 -0.670
H -11.071 -2.226 -1.659
C -5.941 2.760 -0.183
C -4.342 -2.191 -2.917
C -1.672 2.501 -4.229
C 4.976 -0.664 1.928
H -9.818 -0.767 0.599
C -5.744 -1.884 -3.502
B -9.502 1.805 -1.228
H 5.601 -1.427 4.598
H 6.838 -7.869 8.110
H 0.925 7.274 -3.467
H 2.304 6.175 -3.547
H -12.249 -1.285 -0.739
H 0.886 -0.176 -1.228
C -7.533 0.854 -2.757
H 2.967 -0.934 3.925
C 7.492 -1.521 3.571
H -1.393 1.473 -3.998
O -7.276 -0.039 -3.890
H -2.757 2.530 -4.352
C 0.552 5.473 -4.618
H 4.555 0.858 -1.663
C 2.003 1.630 -0.779
H -7.806 0.962 0.087
H 5.924 -0.271 1.551
H -2.697 4.978 -3.424
C 2.569 2.885 -1.442
H 5.022 2.720 -0.026
H -7.218 0.320 -1.858
H 8.951 -4.024 5.190
H 7.245 -5.404 8.280
H 0.887 4.432 -4.618
F -3.149 0.583 -2.373
H 7.605 -7.624 5.156
H 6.127 -3.048 4.207
F -3.658 -2.409 -0.641
H 0.943 5.797 -2.499
C 6.075 -2.027 3.816
H 10.301 -4.431 4.137
H 0.475 1.193 -2.258
C 9.101 -6.145 4.713
C 7.837 -7.446 7.989
H -5.554 1.749 -0.070
C 9.261 -4.669 4.366
S -10.287 3.583 -1.539
H -11.253 -2.499 0.076
H 3.970 3.591 -2.905
H 4.334 -0.791 1.049
F -5.842 -2.703 -4.598
H -7.605 3.983 -0.476
C 5.633 2.569 -0.917
C 1.299 0.687 -1.752
C -0.976 5.531 -4.584
C -2.852 -0.464 -1.569
H 2.274 -0.166 2.493
H 9.738 -6.393 5.567
H 7.996 -2.134 2.821
H 5.523 1.678 -2.866
C 3.637 2.626 -2.506
H 9.465 -6.750 3.879
H -1.368 5.045 -5.482
H 8.767 -5.582 7.440
H 5.668 -2.691 1.814
C -11.249 -1.727 -0.701
H -1.214 2.757 -5.187
H 5.992 -6.193 6.312
H -5.310 0.229 -3.347
H 2.795 1.085 -0.254
C 5.204 -2.038 2.561
H -9.143 2.031 -3.456
H -2.711 -0.103 -0.545
C 7.759 -5.997 7.519
F -6.670 -2.305 -2.625
H 7.048 -6.339 4.113
H -1.295 6.577 -4.645
C -8.309 1.925 -0.087
C 4.343 0.374 2.853
H -11.500 0.802 -1.365
H -8.824 2.161 0.859
H 8.659 -4.412 3.492
H -6.904 1.735 -2.922
C -4.003 -1.482 -1.556
F -1.699 -1.029 -2.001
H 4.276 1.323 2.313
H -10.128 4.150 -0.335
C 4.857 1.848 -2.016
H 2.524 0.767 3.968
C 1.216 6.221 -3.467
H -1.334 5.482 -2.457
F -5.081 -0.831 -1.083
C -1.609 4.901 -3.342
H 8.348 -7.516 8.950
H 1.748 3.438 -1.908
H 6.927 -4.758 5.973
H -5.229 3.580 -0.225
C 7.016 -5.825 6.194
H -1.680 3.108 -2.175
C 2.949 -0.015 3.337
H 1.983 0.309 -2.514
H 8.384 -8.071 7.282
H -9.326 -0.853 -1.081
H -5.590 -0.383 -4.990
C -5.944 -0.426 -3.954
```



[2]
C37H76BrN2O29P2S6 | ωB97M-V/def2-TZVPD

## Properties
E in eV: -255585.235
LUMO in eV: 1.3
F_max in eV/A: 1.978
Kohn-Sham gap in eV: 5.7
Net charge: -1
Multiplicity: 1

```
153
C37H76BrN2O29P2S6, DFT ωB97M-V/def2-TZVPD
H 1.308 1.373 2.487
S 6.220 3.272 3.214
O -9.309 0.707 -2.727
C 2.682 2.968 -1.723
H 2.261 -3.888 2.225
O -3.158 -4.313 -0.478
H -0.452 4.480 3.737
H -2.568 -1.206 -5.384
H -2.574 -2.972 -5.597
H 0.919 1.690 -1.765
H 1.163 5.023 0.449
H 3.309 -3.637 -2.955
C 1.455 -3.496 -1.925
C 6.247 4.519 5.372
N 7.923 -0.025 -1.058
H 7.426 -2.153 -2.023
S -8.729 -0.580 -2.573
C 3.112 0.559 -0.847
H 2.912 7.661 0.408
H 8.453 0.690 -1.539
H 2.149 -0.244 -2.581
H -1.343 5.139 1.443
H 6.860 -3.909 -3.367
H 1.631 -0.967 -1.013
O -6.148 1.677 2.429
O 2.546 7.705 2.448
H -6.244 -2.144 -2.960
H -7.279 -0.170 -5.066
H -1.064 -2.039 -5.775
C -4.246 -3.575 -1.062
C 3.162 8.262 1.277
H -0.220 -0.152 -2.893
O -6.589 -0.692 2.980
C 3.589 1.715 -1.740
C -2.168 -1.148 -3.076
O 1.363 2.918 3.871
C -8.590 -0.770 1.791
C 0.061 -2.882 -2.131
O -8.535 -4.708 -0.121
N -1.697 -2.277 -3.778
H 3.942 -3.793 2.706
O 3.657 6.920 4.464
H 6.470 5.548 5.081
H 7.942 0.243 -0.082
H -8.075 -2.043 3.483
H 2.430 0.884 -0.063
O -4.677 -3.549 1.221
C -2.002 -2.124 -5.226
H 4.506 3.246 5.581
C 0.318 4.333 0.341
H 2.126 3.995 2.244
H 0.058 2.195 0.322
H -7.594 -6.719 3.430
O -4.032 -5.898 1.198
H -1.090 3.451 1.756
H 1.729 2.759 0.595
O 2.776 9.230 4.375
H -3.911 -2.986 -1.909
H -8.386 -1.593 1.103
S -8.022 -4.825 1.196
O 4.485 -4.416 -4.946
C 0.174 4.794 2.896
C -1.264 -0.030 -2.622
H -9.994 -6.266 3.573
C 3.431 -1.789 -1.908
H 3.761 1.374 -2.759
H -8.393 -0.341 3.908
O -3.363 -1.057 -2.865
H -9.660 -0.588 1.831
H 5.173 -1.896 2.728
H -8.271 -7.991 2.387
C 3.271 -3.758 1.843
O -7.043 -3.923 1.684
H 2.100 4.801 3.794
O -7.169 -0.409 -2.331
C 5.874 -3.453 -3.262
C 4.642 8.244 1.602
H 5.071 7.249 1.477
C -4.764 -2.709 0.055
P 3.450 -2.117 1.015
H 2.751 3.428 -2.715
H 4.116 4.956 5.288
O 4.700 8.594 2.998
S -6.409 0.413 1.844
C 1.955 1.778 3.274
O -9.262 -1.509 -1.640
H 0.610 3.396 -2.075
H -4.138 -1.835 0.211
H 2.918 2.005 2.806
C -8.187 -6.918 2.536
H 3.899 -3.550 -0.790
C 4.836 -1.286 1.889
S 3.377 8.111 3.745
H -0.090 -2.024 -1.474
C 6.511 -0.038 -1.531
H -1.628 0.914 -3.025
H 3.069 3.727 -1.038
O 7.027 3.639 4.549
O -9.238 -4.864 2.246
O -7.914 0.402 1.310
H 5.305 -4.117 -2.606
H 5.698 -1.173 1.226
H 6.500 4.374 6.419
O 4.467 -1.246 -2.701
O 6.107 1.862 3.136
H 6.635 -1.175 -3.568
C 1.524 4.132 3.144
H 6.388 0.730 -2.298
H -7.091 -1.932 -5.235
H -5.790 -2.395 -0.099
H 3.987 0.162 -0.333
H -10.224 -6.628 1.845
H -0.279 4.713 -0.492
C 2.478 -0.624 -1.607
H 4.552 -0.296 2.240
C 4.131 -2.472 -0.684
O 6.729 4.036 2.132
C -0.267 -2.569 -3.580
O -8.638 -1.297 -4.000
C -6.416 -1.130 -3.326
Br 5.499 -2.109 -5.922
O -2.369 -4.187 1.837
H 1.394 -4.536 -2.261
H 2.085 1.001 4.024
H 2.313 -2.386 -3.632
C 2.619 -2.841 -2.689
O -7.530 -6.323 1.413
H 4.567 2.021 -1.365
H -0.675 -3.620 -1.796
C 4.813 4.156 5.061
H -5.461 -0.644 -3.490
C 0.816 2.921 0.022
C 1.187 2.701 -1.457
H -5.006 -4.291 -1.389
C -7.315 -1.127 -4.541
H 0.368 -1.781 -3.998
O 5.523 -2.419 -0.823
H 2.789 9.279 1.141
H -0.035 -3.465 -4.163
H -1.332 0.035 -1.535
C -7.975 -1.012 3.154
C -0.560 4.394 1.605
C 5.199 -3.541 -4.586
S -3.488 -4.589 1.061
H 5.211 8.963 1.020
C -9.534 -6.224 2.589
H 5.890 0.158 -0.657
O -5.567 -0.140 0.845
H 1.646 -3.542 -0.852
O 4.821 3.903 3.649
H 3.548 -4.596 1.201
P 6.094 -1.739 -2.354
H 0.250 5.880 2.980
```



[3]
C37H77N2O7 | ωB97M-V/def2-TZVPD

## Properties
E in eV: -56904.339
LUMO in eV: -5.1
F_max in eV/A: 9.770
Kohn-Sham gap in eV: 3.8
Net charge: +1
Multiplicity: 1

```
123
C37H77N2O7, DFT ωB97M-V/def2-TZVPD
H 1.453 4.305 -2.553
H 5.276 3.786 2.660
H -0.847 -2.793 -0.327
C 1.850 0.968 -0.249
H -1.410 -3.305 -1.853
C 3.023 1.351 -2.822
C 4.744 4.094 1.750
H -5.754 -0.867 1.295
C -1.284 -6.025 1.626
H 0.657 6.477 1.316
H -3.801 -3.534 -2.148
C -4.979 -1.615 1.490
H -0.948 -1.074 4.512
H 3.310 1.407 -4.064
H -0.851 3.471 -3.439
H -6.586 -2.405 -2.659
C 3.286 0.207 -2.201
C 0.818 6.142 0.182
C -1.321 -4.873 -0.419
O 0.913 -1.615 3.807
C -1.228 -2.652 3.350
H 4.866 -4.195 -0.503
H -4.884 1.943 -5.101
H -2.641 3.889 -3.568
C 2.303 3.625 -2.608
O -2.072 0.641 -4.145
H 3.234 -4.430 2.800
H -1.112 -3.530 3.827
C -0.518 -1.398 3.666
H 4.396 -5.492 1.630
H -1.638 1.915 0.120
H -4.278 -0.977 2.126
H -2.279 3.811 -1.285
H -3.336 -2.420 0.634
H -5.214 -3.189 -3.917
H 1.160 -1.271 1.227
H -0.950 1.307 -2.486
H 1.623 -0.265 5.001
C -1.758 1.166 0.935
C -1.842 4.551 -1.926
C 1.894 -1.944 0.709
H -2.564 0.797 1.267
H 1.452 5.224 0.082
H 1.372 0.559 0.844
C 3.952 -2.362 -0.640
N 3.031 -4.015 0.679
H -1.623 -6.915 1.225
C 4.007 -3.605 -0.136
H 3.361 -1.532 4.485
H -3.273 2.447 -5.483
H 0.384 -3.708 -1.331
C 2.667 -0.067 -0.886
C -3.337 1.219 -3.904
H 3.391 3.490 3.696
N 2.132 2.175 -2.232
H -0.404 4.307 0.510
C -0.502 5.349 -0.090
C -1.562 0.523 -2.918
H -0.087 -5.418 3.350
C 5.118 5.522 1.358
H 0.153 -0.645 -2.145
H -1.288 5.914 0.377
H 1.120 2.877 3.416
H -3.960 -0.915 -0.199
H -1.201 -5.789 -0.962
O -0.533 5.164 -1.442
H 6.114 5.394 0.942
H 0.885 4.242 2.782
H 4.494 -2.084 -1.438
H -3.732 0.979 -6.023
H 0.982 3.178 1.437
H 2.837 3.614 -3.573
C -0.404 -6.268 2.859
H -2.184 -5.405 1.852
H -4.172 -1.754 -2.374
C 1.670 -0.503 4.034
C 3.486 -5.034 1.787
H -0.957 -6.866 3.628
C -4.191 -1.875 0.184
H 2.963 4.266 -1.854
H 0.944 2.711 -0.765
H -3.421 2.128 -3.311
H -1.255 1.448 1.864
C 2.938 3.258 2.638
H 0.562 7.141 -0.432
O 3.403 4.402 1.909
C 1.405 3.334 2.562
H 0.256 -0.011 -3.668
H -4.113 0.533 -3.338
H -0.665 -0.465 3.022
C 1.569 2.007 -1.004
H 0.510 -6.800 2.599
H 3.848 -0.576 -2.774
C 2.051 -3.257 1.218
H -2.298 -2.407 3.305
C 2.844 -1.435 -0.326
C -4.542 -2.682 -1.986
H -6.190 -4.023 -2.550
C -0.753 -3.719 -1.064
C 3.104 -0.721 3.833
H -2.175 0.240 -2.200
H 3.723 0.117 4.104
H 3.413 -1.074 2.947
H -0.753 -1.322 -3.672
C -3.909 1.623 -5.256
H -0.971 -2.914 2.256
H 1.318 -3.633 2.061
H 4.763 3.525 0.914
O -0.948 0.074 0.352
H 4.628 5.901 0.607
H 5.185 6.235 2.243
C -5.663 -3.052 -2.860
H -1.353 5.055 -3.821
C -1.623 4.226 -3.357
H -2.422 -4.862 -0.228
H 2.825 -5.830 1.926
O -5.019 -2.497 -0.676
C -0.384 -0.519 -3.034
H -5.208 -2.680 1.996
H -2.504 5.369 -1.967
O -0.539 -5.165 0.802
H 3.185 2.315 2.199
H 1.307 0.392 3.405
```